C44H50FN3O4S2Si3Ti | wB97M-V/def2-TZVPD

The geometry in XYZ format:
```
108
Properties=species:S:1:pos:R:3:forces:R:3
Ti -0.0275 -0.7816 -0.0991 -0.9 -2.1 1.6
C 1.7383 3.3380 -5.7910 0.0 -0.1 0.0
C 1.7840 4.0606 -4.4524 0.1 -0.2 0.1
C 3.0203 4.9328 -4.3484 0.1 -0.1 0.1
C 3.0615 5.6590 -3.0154 0.0 -0.1 0.0
C 2.9915 4.6685 -1.8837 -0.1 0.0 -0.3
C 3.5714 4.9369 -0.6726 0.1 0.2 0.2
C 3.5021 4.0112 0.3685 0.1 0.2 -0.1
F 4.0914 4.3156 1.5262 0.1 0.1 0.1
C 2.8529 2.8266 0.2371 -0.1 -0.2 0.2
C 2.2450 2.5327 -0.9887 0.1 0.0 -0.1
C 1.5033 1.3083 -1.1366 -0.1 0.0 -0.2
O 1.3041 0.5542 -0.1301 1.2 1.5 0.1
C 0.9735 1.0255 -2.4069 -0.1 0.0 -0.2
C 1.1162 1.9489 -3.4167 -0.2 -0.3 -0.1
N 1.7505 3.0993 -3.2901 0.2 0.5 -0.1
C 2.3306 3.4344 -2.0594 0.0 0.1 -0.2
C 0.2800 -0.2668 -2.7367 0.5 -0.3 0.3
O -0.3634 -0.3929 -3.7519 0.0 0.0 -0.1
O 0.4759 -1.2176 -1.8337 -0.1 0.1 -2.3
H 1.9476 4.0656 -6.5750 0.0 0.0 0.0
H 0.7671 2.8972 -6.0153 0.1 0.0 0.0
H 2.5030 2.5565 -5.8390 -0.1 0.1 0.0
H 0.9022 4.6949 -4.3557 -0.1 0.0 0.1
H 2.9981 5.6434 -5.1729 0.0 0.0 0.0
H 3.9130 4.3083 -4.4704 -0.1 0.1 0.0
H 2.2132 6.3476 -2.9495 0.0 0.0 0.0
H 3.9652 6.2596 -2.9225 0.0 0.0 0.0
H 4.0954 5.8747 -0.5173 0.0 -0.1 0.0
H 2.8135 2.1161 1.0537 0.0 0.1 -0.1
H 0.6807 1.7169 -4.3777 0.0 0.0 0.0
S 0.9322 3.9899 3.2321 0.2 -0.1 -0.2
C 0.8765 4.9338 4.6521 0.1 0.0 0.0
C -0.3543 4.8960 5.2263 -0.2 -0.1 0.0
C -1.2672 4.0805 4.4954 -0.1 0.2 0.3
C -0.7160 3.5185 3.3820 0.0 -0.2 -0.2
C -1.3622 2.5903 2.4291 0.4 0.3 0.2
C -0.5986 1.6682 1.6941 0.1 -0.2 -0.2
N -1.1157 0.7517 0.8825 -0.6 1.0 0.4
C -2.4640 0.7647 0.7197 0.2 -0.1 -0.1
C -3.3069 1.6342 1.3966 -0.4 0.2 0.1
C -4.7251 1.5515 1.1466 0.1 0.1 0.2
C -5.2263 0.6628 0.2664 -0.1 -0.1 -0.1
C -4.3559 -0.2213 -0.4677 -0.4 0.1 0.0
C -4.7972 -1.1370 -1.4339 -0.3 0.1 0.0
C -3.8914 -1.8909 -2.1447 -0.1 -0.3 -0.3
C -2.5329 -1.7171 -1.8419 0.4 0.1 0.0
N -2.0958 -0.9059 -0.8986 -0.1 0.1 -0.3
C -2.9938 -0.1543 -0.2287 0.2 0.0 0.0
C -4.2723 -2.8505 -3.1990 -0.1 0.2 0.2
C -3.4526 -3.6627 -3.9261 0.3 -0.2 -0.2
C -4.1509 -4.4757 -4.8624 0.2 0.0 0.1
C -5.4927 -4.2627 -4.8259 -0.1 0.0 -0.1
S -5.9114 -3.0826 -3.6689 -0.2 0.1 0.1
C -2.7244 2.5579 2.2746 -0.4 0.1 0.0
H 1.7607 5.4613 4.9857 -0.1 -0.1 -0.1
H -0.6038 5.4158 6.1432 0.0 -0.1 -0.1
H -2.2908 3.9025 4.8043 0.1 0.0 0.0
H 0.4766 1.6459 1.8103 0.0 0.0 0.0
H -5.3837 2.2274 1.6820 0.1 -0.1 0.0
H -6.2947 0.6140 0.0798 0.1 0.0 0.0
H -5.8612 -1.2270 -1.6292 0.0 0.0 0.0
H -1.7702 -2.2335 -2.4038 0.1 0.0 0.1
H -2.3735 -3.6857 -3.8105 -0.2 0.0 -0.1
H -3.6738 -5.1839 -5.5282 0.0 0.1 0.1
H -6.2635 -4.7334 -5.4215 0.1 0.1 0.1
H -3.3545 3.2554 2.8201 0.1 -0.1 -0.1
C -1.0729 -4.4872 -1.1378 0.0 0.2 0.1
O -0.6492 -3.3900 -0.3373 -0.2 -0.3 -0.1
Si -0.4629 -3.4110 1.3301 0.4 0.2 -0.3
C 0.1462 -5.0685 1.8916 0.2 -0.3 0.0
C -2.1430 -3.1923 2.0737 -0.3 0.1 0.3
C 0.7085 -1.9813 1.4726 0.1 0.0 0.4
Si 0.6928 -1.2714 3.2149 0.1 -0.1 -0.2
C 2.0713 -0.0146 3.3959 0.3 0.2 0.0
C -0.9410 -0.4592 3.6829 -0.4 0.1 0.2
C 0.9002 -2.5529 4.5612 0.0 -0.2 0.2
Si 2.4507 -2.5509 0.9196 -0.2 -0.1 0.1
C 3.6930 -1.2113 0.5249 0.2 0.4 0.0
C 3.3180 -3.5564 2.2277 0.1 -0.2 0.3
C 2.3983 -3.6246 -0.6075 -0.1 -0.2 -0.2
H -0.7019 -5.4347 -0.7381 0.0 0.0 0.0
H -0.6637 -4.3609 -2.1420 0.0 0.0 0.0
H -2.1655 -4.5418 -1.2014 0.0 0.0 0.0
H -0.6483 -5.8190 1.8110 0.1 0.0 0.0
H 0.4502 -5.0195 2.9428 -0.1 0.0 -0.1
H 1.0092 -5.4149 1.3146 -0.1 0.0 0.1
H -2.7489 -4.0740 1.8322 0.0 0.1 0.0
H -2.6606 -2.3061 1.6920 0.0 -0.1 0.0
H -2.0978 -3.1108 3.1674 -0.1 0.0 -0.2
H 2.3469 0.4104 2.4236 -0.1 0.0 0.2
H 2.9709 -0.4889 3.8116 -0.1 0.1 -0.1
H 1.7842 0.8054 4.0660 0.1 -0.1 0.0
H -1.6716 -0.4286 2.8695 0.1 -0.1 0.3
H -0.7783 0.5701 4.0334 -0.1 -0.3 0.0
H -1.3935 -1.0166 4.5111 0.0 0.1 -0.1
H 1.8400 -3.1001 4.5025 0.0 0.0 0.0
H 0.0801 -3.2820 4.5311 0.1 0.1 0.0
H 0.8552 -2.0595 5.5414 0.0 -0.1 -0.1
H 3.8952 -0.5518 1.3789 0.0 -0.1 -0.2
H 3.4142 -0.5968 -0.3323 0.1 0.0 0.0
H 4.6289 -1.7271 0.2725 -0.1 0.1 0.1
H 3.6240 -2.9351 3.0776 0.0 -0.1 -0.1
H 4.2292 -3.9783 1.7828 -0.1 0.1 0.1
H 2.7121 -4.3835 2.6087 0.1 0.1 0.0
H 1.8808 -3.1376 -1.4354 0.0 0.0 0.0
H 1.9013 -4.5841 -0.4237 0.1 0.1 -0.1
H 3.4290 -3.8347 -0.9189 -0.1 0.0 0.1
```
Forces are in eV/Å.

Output
⟨S²⟩ = 0.757
E_LUMO (alpha / beta) = -3.184 / -3.230 eV
2S+1 = 2
HOMO-LUMO gap (alpha / beta) = 5.82 / 7.23 eV
total charge = +1
highest occupied orbital energy (alpha / beta) = -9.006 / -10.464 eV
relative energy (zero: lowest compared OMol25 entry of this formula, charge and spin) = 0.580 eV
E = -4786.23815 Ha

Atomic partial charges in e from the Löwdin method, atoms 1 to 5:
1 Ti 0.972
2 C -0.039
3 C -0.281
4 C -0.144
5 C -0.117